Density functional theory data (the ωB97M-V functional and the def2-TZVPD basis) for C67H71AsGeNNiO6S3Si2 as an isolated structure at a distorted geometry.

```
153
Properties=species:S:1:pos:R:3:lowdin_spin:R:1
Ni -0.183 -0.333 -0.296 1.007
C 4.815 4.205 5.491 0.000
C 3.914 3.405 4.601 0.000
C 3.723 3.759 3.269 0.000
C 2.897 3.016 2.442 0.000
C 2.246 1.904 2.945 0.000
C 2.437 1.532 4.267 0.000
C 3.263 2.277 5.086 0.000
S 1.077 0.857 2.022 0.009
O 1.308 1.012 0.570 0.067
C -0.308 1.951 2.395 0.000
C -0.436 3.185 1.749 0.000
C -1.509 3.981 2.028 0.000
C -2.540 3.529 2.880 0.000
C -3.705 4.293 3.098 0.000
C -4.705 3.828 3.905 0.000
C -4.577 2.581 4.534 0.000
C -3.458 1.820 4.353 0.000
C -2.406 2.276 3.532 0.000
C -1.227 1.511 3.312 0.001
C -0.987 0.301 4.119 0.000
C -0.815 0.446 5.530 0.000
C -0.659 1.708 6.142 0.000
C -0.426 1.811 7.486 0.000
C -0.362 0.661 8.287 0.000
C -0.512 -0.575 7.724 0.000
C -0.720 -0.718 6.336 0.000
C -0.808 -1.988 5.725 0.000
C -0.866 -2.099 4.367 0.000
C -0.910 -0.951 3.560 -0.003
S -0.837 -1.164 1.733 -0.011
O -2.014 -1.976 1.403 -0.002
C 0.526 -2.372 1.862 -0.002
C 0.437 -3.506 1.069 0.000
C 1.496 -4.395 0.994 0.000
C 2.676 -4.151 1.687 -0.001
C 3.855 -5.070 1.585 0.000
C 2.740 -3.028 2.506 0.000
C 1.677 -2.150 2.604 -0.001
H 4.745 5.265 5.263 0.000
H 5.850 3.897 5.344 0.000
H 4.567 4.050 6.539 0.000
H 4.225 4.632 2.879 0.000
H 2.757 3.297 1.410 0.000
H 1.928 0.664 4.664 0.000
H 3.403 1.977 6.115 0.000
H 0.324 3.490 1.047 0.000
H -1.595 4.963 1.584 0.000
H -3.803 5.249 2.603 0.000
H -5.598 4.413 4.061 0.000
H -5.379 2.219 5.159 0.000
H -3.374 0.853 4.826 0.000
H -0.700 2.596 5.532 0.000
H -0.289 2.781 7.938 0.000
H -0.177 0.762 9.346 0.000
H -0.456 -1.467 8.332 0.000
H -0.791 -2.869 6.351 0.000
H -0.889 -3.068 3.889 0.000
H -0.469 -3.672 0.501 0.001
H 1.411 -5.275 0.372 0.000
H 3.780 -5.707 0.708 0.000
H 3.908 -5.711 2.466 0.000
H 4.781 -4.498 1.529 0.000
H 3.642 -2.827 3.065 0.000
H 1.759 -1.297 3.260 0.000
C -5.069 -0.967 2.342 0.000
C -5.025 0.132 1.326 0.001
C -4.377 -0.096 0.118 0.021
C -4.338 0.881 -0.857 0.017
C -4.941 2.100 -0.621 0.001
C -5.591 2.353 0.571 0.001
C -5.639 1.363 1.540 0.001
S -4.931 3.328 -1.924 0.000
O -6.141 4.100 -1.867 0.000
O -4.610 2.672 -3.160 0.000
N -3.712 4.421 -1.580 0.000
C -2.465 3.898 -1.051 0.001
C -1.735 3.003 -2.052 0.002
C -1.143 1.773 -1.371 0.015
O -0.291 1.100 -2.011 0.092
O -1.562 1.436 -0.245 0.038
H -5.713 -1.772 1.987 0.000
H -5.447 -0.611 3.297 0.000
H -4.070 -1.380 2.473 0.000
H -3.889 -1.047 -0.052 0.019
H -3.855 0.703 -1.805 0.013
H -6.072 3.309 0.720 0.000
H -6.167 1.546 2.466 0.000
H -4.106 5.150 -1.004 0.000
H -2.649 3.297 -0.147 0.000
H -1.840 4.755 -0.785 0.000
H -0.946 3.529 -2.588 0.000
H -2.450 2.636 -2.791 0.000
C -4.294 -3.593 -2.670 0.005
Si -2.672 -3.525 -1.646 0.069
C -3.270 -4.231 0.033 0.000
C -1.412 -4.798 -2.361 0.027
As -1.634 -1.380 -1.793 0.619
Si -2.120 -0.796 -4.087 0.066
C -1.111 0.587 -4.938 -0.001
C -3.969 -0.319 -4.319 0.013
C -1.825 -2.348 -5.197 0.018
H -4.676 -4.606 -2.722 0.001
H -4.159 -3.235 -3.683 0.000
H -5.056 -2.977 -2.203 0.000
H -3.871 -5.120 -0.137 0.000
H -3.883 -3.506 0.557 0.000
H -2.458 -4.501 0.697 0.000
H -1.747 -5.824 -2.244 0.003
H -0.448 -4.700 -1.866 0.001
H -1.257 -4.613 -3.419 0.000
H -1.685 1.507 -4.982 0.000
H -0.862 0.303 -5.957 0.000
H -0.186 0.798 -4.414 0.000
H -4.140 0.739 -4.139 0.000
H -4.631 -0.877 -3.664 0.000
H -4.275 -0.514 -5.343 0.001
H -0.829 -2.751 -5.055 0.000
H -1.921 -2.077 -6.243 0.002
H -2.535 -3.143 -4.999 0.000
C 2.007 -1.469 -0.941 0.089
Ge 2.283 0.287 -1.932 0.452
C 2.217 -0.362 -3.872 0.086
C 2.780 0.407 -4.879 0.015
C 2.822 -0.053 -6.184 0.001
C 2.314 -1.304 -6.490 0.010
C 1.745 -2.077 -5.493 0.003
C 1.667 -1.593 -4.198 0.024
C 4.263 0.486 -1.361 0.117
C 4.575 1.556 -0.567 0.011
C 5.803 1.652 0.105 0.001
C 6.723 0.650 -0.020 -0.003
C 6.460 -0.459 -0.850 0.005
C 7.408 -1.491 -1.013 0.001
C 7.156 -2.555 -1.831 0.001
C 5.949 -2.620 -2.542 -0.001
C 5.008 -1.639 -2.400 0.007
C 5.220 -0.542 -1.543 0.019
H 2.217 -2.348 -1.544 0.007
H 0.948 -1.529 -0.599 0.015
H 2.653 -1.491 -0.066 0.002
H 3.189 1.377 -4.630 0.001
H 3.252 0.563 -6.962 0.000
H 2.352 -1.676 -7.505 0.001
H 1.366 -3.063 -5.724 0.000
H 1.180 -2.188 -3.433 0.011
H 3.846 2.346 -0.453 0.006
H 6.006 2.509 0.733 0.000
H 7.663 0.682 0.516 0.000
H 8.345 -1.419 -0.478 0.000
H 7.886 -3.342 -1.947 0.000
H 5.774 -3.447 -3.214 0.000
H 4.090 -1.679 -2.966 0.003
```

- multiplicity = 4
- <S²> = 3.76
- F_max (eV/A) = 2.7
- Kohn-Sham gap (alpha / beta) (eV) = 6.647 / 6.076